[1]
A molecular structure, C24H28N6O6Yb, computed with ωB97M-V with the def2-TZVPD basis set.

<S²>: 0.751
Relative energy (zero: lowest compared OMol25 entry of this formula, charge and spin) (kcal/mol): 6.0
Spin multiplicity: 2
Net charge: -1
E_tot (Eh): -2870.3063
E_LUMO (eV): 2.5
Strongest force on any atom (hartree/bohr): 0.01499
E_HOMO (eV): -5.3

```
65
Properties=species:S:1:pos:R:3:forces:R:3
Yb 0.738 -0.823 0.165 -0.55 0.39 -0.37
O 2.016 -1.603 1.669 0.22 -0.57 0.46
O -2.166 0.078 3.143 -0.04 0.06 0.02
O -1.538 -2.061 -0.847 0.06 0.00 -0.05
O -1.200 -0.201 1.129 -0.26 0.08 0.53
O -0.527 0.526 -1.597 0.25 -0.21 0.23
O 2.790 -3.227 3.022 0.10 0.08 -0.07
N 0.311 -6.460 -3.324 0.21 0.22 0.10
N 1.238 -2.568 -1.226 0.23 -0.22 -0.16
N -0.434 -2.681 1.663 0.24 0.00 0.16
N 1.369 1.350 1.222 -0.08 -0.17 -0.29
N 1.706 -4.575 -2.530 0.51 -0.25 -0.22
N 2.491 0.171 -1.033 0.11 0.00 0.06
C -2.073 1.836 -2.823 0.01 -0.02 -0.06
C 4.163 1.708 -1.169 0.15 0.05 -0.09
C -1.901 0.954 -1.574 0.16 0.07 -0.11
C 2.423 1.862 0.693 -0.05 0.05 0.00
C -0.801 -1.842 2.813 0.04 -0.06 -0.19
C 0.691 -3.568 1.979 -0.08 0.15 0.01
C 1.962 -2.757 2.267 0.02 0.27 -0.05
C 3.290 -0.145 -2.069 0.04 0.08 0.03
C -1.139 3.586 2.913 -0.03 0.00 0.02
C -0.354 2.998 1.923 -0.03 -0.09 -0.02
C -0.617 3.302 0.593 0.03 0.07 0.03
C 1.430 -3.543 -1.844 -0.49 -0.20 -0.10
C 0.755 2.045 2.335 -0.13 -0.07 -0.13
C -2.405 4.781 1.253 0.03 -0.06 0.01
C 0.934 -5.560 -2.933 -0.31 0.25 0.19
C -1.613 -3.397 1.160 0.06 0.04 -0.04
C -1.702 -3.383 -0.353 0.13 0.10 0.07
C -1.635 4.191 0.261 0.00 0.01 0.03
C -2.154 4.470 2.586 0.03 -0.02 -0.04
C -0.154 0.416 -2.978 -0.24 0.04 0.10
C 3.030 1.302 -0.468 -0.05 -0.06 -0.04
C 4.330 0.779 -2.206 -0.02 0.00 0.02
C -0.741 1.676 -3.585 -0.08 0.03 0.00
C -1.473 -0.543 2.358 0.06 0.06 -0.43
H -2.065 1.465 -0.631 -0.01 -0.01 0.03
H -0.032 2.828 -0.186 -0.01 0.03 0.00
H -0.075 2.513 -3.377 0.00 0.03 -0.02
H 2.878 2.757 1.124 0.03 0.08 0.02
H 0.101 -1.565 3.357 0.06 0.04 0.04
H -0.929 -3.999 -0.805 0.07 -0.01 -0.04
H -0.605 -0.489 -3.399 -0.01 -0.04 0.00
H -1.831 4.419 -0.782 0.02 -0.01 0.05
H -2.912 1.477 -3.420 0.00 0.03 -0.01
H 5.111 0.759 -2.953 -0.06 0.01 0.06
H -1.463 -2.352 3.513 -0.06 -0.12 0.10
H 0.499 -4.202 2.848 -0.09 -0.09 0.04
H -1.630 -4.428 1.525 -0.04 -0.07 0.05
H -3.203 5.466 0.993 0.03 -0.01 0.01
H -1.827 -1.439 -0.159 -0.21 0.10 0.07
H 3.094 -1.027 -2.666 0.01 0.06 0.05
H 4.782 2.566 -0.943 -0.04 -0.07 -0.01
H -0.963 3.325 3.953 -0.02 0.02 -0.07
H 0.894 -4.208 1.118 -0.02 -0.02 -0.04
H -2.761 4.909 3.369 0.03 -0.02 -0.02
H -2.504 -2.904 1.555 -0.04 0.03 0.02
H 0.331 1.310 3.021 -0.03 -0.01 0.04
H 0.925 0.349 -3.034 0.12 -0.01 0.05
H -2.670 -3.786 -0.655 -0.10 -0.05 -0.06
H -2.272 2.875 -2.562 0.02 -0.03 -0.01
H -0.871 1.598 -4.665 -0.02 0.02 0.01
H 1.503 2.610 2.898 0.13 0.08 0.05
H -2.545 0.077 -1.623 -0.03 -0.07 -0.02
```
Forces are in eV/Å.

These are the Mulliken partial charges, in e, on atoms 1 to 4: number 1, Yb, carries 1.12; number 2, O, carries -0.68; number 3, O, carries -0.75; number 4, O, carries -0.42


[2]
A molecular structure, C24H29As2O12PS4Tc, computed with ωB97M-V with the def2-TZVPD basis set.

<S²>: 3.786
Relative energy (zero: lowest compared OMol25 entry of this formula, charge and spin) (kcal/mol): 113.7
Spin multiplicity: 4
Net charge: -2
E_tot (Eh): -8321.3468
E_LUMO (spin up / spin down) (eV): 3.5 / 3.0
Strongest force on any atom (hartree/bohr): 0.01489
E_HOMO (spin up / spin down) (eV): -2.4 / -2.4

```
73
Properties=species:S:1:pos:R:3:forces:R:3
Tc -0.178 -0.338 -0.295 0.23 -0.22 -0.47
As 3.601 2.812 0.147 0.11 0.08 0.10
As -2.522 -0.133 -2.706 0.23 0.01 -0.14
S 1.396 1.329 -2.538 0.15 -0.18 0.11
S 1.458 -1.898 -0.722 -0.57 0.27 -0.13
S -2.731 2.742 -2.827 0.09 -0.15 0.22
S 1.034 0.169 1.690 -0.47 -0.38 -0.04
P -1.455 -1.924 1.009 -0.28 -0.32 0.58
O 2.322 2.639 1.166 0.23 0.08 -0.21
O -1.897 -0.402 -4.350 0.32 -0.04 0.38
O -1.743 1.581 -2.497 -0.04 -0.38 -0.54
O 0.866 0.354 -3.469 0.06 0.04 0.03
O 3.294 4.072 -1.074 0.02 0.04 0.13
O 0.705 1.228 -1.184 0.26 0.19 -0.52
O -1.270 -1.015 -1.802 0.04 0.74 0.20
O -3.932 -2.087 -0.423 0.07 0.16 0.06
O -2.041 3.847 -3.426 0.06 -0.05 0.02
O -3.809 2.146 -3.595 -0.14 0.13 0.07
O 5.122 3.045 0.752 -0.34 0.13 -0.11
O 1.430 2.691 -2.988 0.04 0.15 0.26
C 3.797 -2.523 0.493 0.02 -0.02 -0.05
C -4.184 4.893 0.192 -0.03 0.09 0.04
C -4.562 -0.996 0.240 -0.01 -0.13 0.06
C -4.345 3.930 1.180 0.01 -0.12 0.05
C 4.785 -2.377 1.449 -0.01 0.02 0.02
C 5.602 -0.286 -1.747 -0.03 -0.01 -0.04
C -3.370 2.154 -0.246 0.03 0.04 0.05
C 4.832 -0.732 -2.810 0.00 0.01 0.03
C 2.473 -0.804 1.570 0.10 0.16 0.07
C 3.493 -0.646 2.516 0.03 0.03 0.02
C -1.836 -1.443 2.738 0.04 0.24 0.01
C 3.862 1.287 -1.106 -0.22 -0.05 -0.22
C -2.323 -0.012 2.942 0.08 -0.04 0.03
C -3.005 -2.760 0.367 0.02 0.11 -0.21
C -3.287 3.173 -1.204 -0.09 0.13 0.14
C -3.651 4.511 -1.025 -0.01 -0.24 -0.19
C -3.951 2.611 0.952 0.04 0.21 -0.09
C 5.122 0.720 -0.920 0.02 -0.16 -0.06
C 3.572 -0.191 -3.018 -0.06 0.13 0.13
C -0.498 -3.459 1.335 0.02 0.00 0.05
C 2.647 -1.734 0.547 0.13 -0.01 -0.05
C 4.634 -1.425 2.456 -0.03 0.01 0.00
C 3.078 0.804 -2.172 0.16 -0.24 0.16
C -1.167 -4.517 2.212 0.04 0.02 0.04
H 2.941 -0.542 -3.822 0.01 -0.02 0.02
H -5.377 -0.663 -0.397 -0.04 -0.02 -0.04
H 5.201 -1.509 -3.470 -0.02 0.01 0.00
H -3.350 0.097 2.616 -0.17 0.06 -0.06
H -0.227 -3.862 0.360 -0.01 -0.07 -0.03
H -1.385 -4.135 3.213 0.02 -0.04 -0.08
H -2.098 -4.888 1.782 0.03 -0.01 0.00
H 5.681 -2.984 1.397 -0.01 0.01 -0.01
H -0.893 -1.590 3.269 -0.01 0.00 0.00
H -2.269 0.259 3.999 -0.03 -0.02 -0.01
H -0.495 -5.371 2.326 -0.02 0.00 0.02
H 3.380 0.123 3.272 0.02 -0.04 -0.05
H 5.721 1.121 -0.109 0.00 -0.02 -0.05
H -4.467 5.925 0.370 0.02 -0.03 0.00
H -1.727 0.715 2.390 0.02 -0.01 -0.02
H -3.886 -0.145 0.352 0.10 0.03 0.02
H -2.624 -3.585 -0.238 -0.05 -0.03 -0.02
H 2.487 3.858 -1.570 0.03 -0.01 0.03
H -0.932 -0.241 -4.323 -0.17 0.04 -0.01
H -2.564 -2.154 3.133 0.00 -0.05 0.05
H -4.105 1.919 1.774 0.01 -0.11 0.13
H 6.582 -0.715 -1.566 -0.02 0.02 0.00
H 5.420 -1.280 3.188 -0.02 0.01 -0.02
H -4.762 4.219 2.143 0.01 -0.06 -0.04
H -3.515 5.227 -1.830 0.02 -0.07 0.08
H 3.916 -3.227 -0.325 -0.01 0.04 0.05
H 0.436 -3.119 1.789 0.01 0.00 -0.02
H -4.962 -1.320 1.214 0.00 0.00 -0.05
H -3.496 -3.172 1.257 -0.04 -0.10 0.10
```
Forces are in eV/Å.

These are the Mulliken partial charges, in e, on atoms 1 to 4: number 1, Tc, carries 1.56; number 2, As, carries 0.95; number 3, As, carries 0.48; number 4, S, carries 1.25


[3]
A molecular structure, C24H29AsMnN3O9S2 in a non-equilibrium geometry, computed with ωB97M-V with the def2-TZVPD basis set.

<S²>: 0.850
Relative energy (zero: lowest compared OMol25 entry of this formula, charge and spin) (kcal/mol): 0.0
Spin multiplicity: 2
Net charge: -1
E_tot (Eh): -5956.6273
E_LUMO (spin up / spin down) (eV): 2.3 / 2.3
Strongest force on any atom (hartree/bohr): 0.02862
E_HOMO (spin up / spin down) (eV): -4.9 / -4.5

```
69
Properties=species:S:1:pos:R:3:forces:R:3
As 1.249 -2.603 2.989 -0.22 -0.11 -0.19
Mn 0.958 -0.572 0.470 1.46 -0.17 0.10
S -1.769 1.506 -0.319 0.12 -0.32 0.12
S -0.400 -2.517 -2.102 0.11 0.03 0.20
O -1.221 1.852 3.461 -0.02 -0.03 -0.16
O 0.674 -2.397 1.444 0.01 0.49 0.13
O 2.988 4.635 2.172 0.07 0.24 0.00
O 5.050 -0.057 1.443 -0.23 -0.11 -0.18
O -0.277 1.335 -0.411 -0.26 0.13 0.04
O -0.646 -3.488 -1.076 -0.05 -0.08 -0.04
O 0.057 -2.974 -3.393 0.08 0.01 -0.22
O 3.125 -1.080 0.825 -0.22 -0.13 -0.27
O -0.810 0.142 2.033 -0.35 0.10 0.24
N 0.510 -1.369 -1.495 0.34 0.27 0.20
N 1.746 0.742 2.014 -0.49 0.03 -0.76
N 1.957 0.312 -1.368 -0.01 0.08 0.32
C 0.705 -4.371 3.511 -0.05 -0.02 -0.07
C -5.836 0.032 -3.038 0.09 -0.04 0.00
C -2.045 3.064 0.519 -0.01 0.09 0.10
C -2.378 -1.418 -3.684 -0.06 0.03 0.05
C 1.477 -0.363 -3.604 -0.06 -0.13 0.04
C -2.801 -1.485 -1.310 0.03 -0.06 -0.05
C 1.264 3.003 2.523 0.04 0.13 0.18
C -4.045 -0.909 -1.524 -0.03 -0.01 0.01
C 3.829 -0.123 1.257 0.16 0.02 0.07
C -4.476 -0.583 -2.807 -0.05 0.05 -0.04
C 0.897 1.679 2.422 -0.08 0.01 0.03
C 2.555 3.351 2.146 -0.05 -0.11 0.03
C 0.478 -1.462 4.322 -0.02 0.03 0.02
C 2.357 0.591 -4.068 -0.04 -0.03 0.02
C -2.233 2.062 -1.952 -0.01 0.07 -0.16
C 1.301 -0.495 -2.210 -0.30 -0.32 -0.08
C -0.524 1.186 2.675 0.03 -0.23 0.08
C 3.447 2.374 1.731 0.25 0.04 0.08
C 2.807 1.220 -1.832 -0.04 0.07 0.21
C -3.625 -0.839 -3.882 0.02 0.01 0.01
C 2.993 1.075 1.687 0.04 -0.11 0.07
C 3.050 1.409 -3.177 -0.01 -0.04 -0.07
C -1.972 -1.741 -2.395 -0.16 0.03 -0.01
C 3.144 -2.614 3.278 0.03 0.04 -0.08
H 3.611 -3.068 2.410 0.06 -0.02 -0.02
H -0.377 -4.426 3.424 -0.04 -0.03 0.01
H 0.545 3.733 2.881 0.01 -0.05 -0.03
H 4.466 2.612 1.448 -0.09 -0.04 0.06
H -1.721 -1.642 -4.517 -0.06 0.01 0.07
H -3.947 -0.584 -4.888 0.02 -0.02 0.04
H 0.961 -0.491 4.297 0.03 0.05 0.02
H 3.522 -1.602 3.373 0.03 0.03 0.03
H 0.959 -1.030 -4.277 0.00 0.01 0.02
H 3.338 -3.189 4.184 0.02 0.00 0.02
H -6.304 0.320 -2.094 0.03 -0.01 -0.04
H 2.516 0.695 -5.136 -0.02 -0.01 0.01
H 1.152 -5.075 2.813 0.01 -0.06 -0.01
H 2.262 5.194 2.467 -0.02 0.06 0.02
H -3.055 3.410 0.283 0.10 0.00 0.05
H 0.605 -1.927 5.300 0.01 0.01 0.00
H -2.464 -1.747 -0.311 -0.04 0.05 -0.09
H -4.694 -0.707 -0.677 0.05 -0.01 -0.03
H 1.018 -4.597 4.529 0.01 0.00 0.02
H -1.945 2.892 1.594 -0.02 0.06 -0.13
H -3.314 2.224 -1.989 0.15 -0.01 -0.02
H -5.765 0.921 -3.670 -0.01 -0.03 0.03
H -0.573 -1.335 4.077 -0.07 0.04 0.02
H -6.504 -0.672 -3.541 0.01 0.02 0.02
H -1.951 1.262 -2.641 -0.06 0.08 0.04
H 3.757 2.155 -3.512 -0.03 -0.03 0.01
H -1.678 2.976 -2.176 -0.05 -0.07 -0.08
H -1.287 3.762 0.155 -0.09 0.02 0.03
H 3.308 1.826 -1.083 -0.02 -0.02 -0.02
```
Forces are in eV/Å.

These are the Mulliken partial charges, in e, on atoms 1 to 4: number 1, As, carries 0.63; number 2, Mn, carries 1.13; number 3, S, carries 0.77; number 4, S, carries 1.04